*one*
{
  "formula": "C7H15NO",
  "method": "ωB97M-V/def2-TZVPD",
  "charge": 0,
  "symbols": ["C", "C", "C", "C", "C", "N", "C", "C", "O", "H", "H", "H", "H", "H", "H", "H", "H", "H", "H", "H", "H", "H", "H", "H"],
  "positions_angstrom": [[-0.02501, -0.57371, -0.30513], [1.39413, 0.82334, 0.68176], [-0.35299, 0.68250, -0.82581], [-0.82121, -1.20550, 0.78902], [2.68734, 0.11387, 0.37060], [1.06158, 0.80837, 2.07571], [-2.01963, -0.00999, -1.88133], [-3.21455, 0.35482, -1.44276], [0.63216, -1.40661, -1.14457], [0.75798, -2.26453, -0.72312], [1.44554, 1.85628, 0.32377], [1.78540, 0.44868, 2.69146], [0.75061, 1.71130, 2.40900], [-0.91140, 1.36055, -0.19900], [0.20870, 1.04315, -1.67450], [-1.90779, -0.50061, -2.84912], [-0.81074, -2.29449, 0.71652], [-0.40094, -0.92376, 1.75783], [-1.85832, -0.87830, 0.80670], [3.53703, 0.56230, 0.90570], [2.90557, 0.16027, -0.69587], [2.63948, -0.93395, 0.68079], [-4.14617, 0.22331, -1.99439], [-3.33678, 0.84270, -0.47327]]
}


*two*
{
  "formula": "C7H15NO",
  "method": "ωB97M-V/def2-TZVPD",
  "charge": 0,
  "symbols": ["C", "C", "C", "C", "C", "C", "C", "N", "O", "H", "H", "H", "H", "H", "H", "H", "H", "H", "H", "H", "H", "H", "H", "H"],
  "positions_angstrom": [[1.31310, 0.00163, -0.17459], [-1.16356, -0.73395, 0.19245], [-0.59461, 0.54962, 0.01059], [1.58462, -1.45731, -0.49641], [1.74701, 0.89339, -1.32611], [1.98418, 0.40544, 1.12681], [-3.09744, -0.28080, 0.04255], [-3.70918, 0.60006, 0.87528], [-3.72324, -0.86789, -0.82253], [-3.18940, 1.20264, 1.49030], [-4.72241, 0.67459, 0.85563], [-1.14152, -1.40877, -0.65955], [-0.99245, -1.21568, 1.15214], [-0.87572, 1.06392, -0.90589], [-0.58826, 1.19746, 0.88560], [1.06180, -1.77627, -1.40285], [1.30695, -2.12291, 0.32555], [2.65677, -1.62972, -0.67865], [1.57565, 1.95149, -1.10700], [1.21669, 0.64044, -2.24931], [2.82217, 0.78233, -1.53415], [1.65726, -0.22290, 1.96099], [3.07792, 0.29940, 1.06341], [1.79365, 1.45377, 1.37576]]
}


Stability check: which of them is least stable? *one*.


*one*
{
  "formula": "C7H15NO",
  "method": "ωB97M-V/def2-TZVPD",
  "smiles": "C=NC(C)(C)[C@@H](C)OC",
  "charge": 0,
  "symbols": ["C", "N", "C", "C", "C", "C", "C", "O", "C", "H", "H", "H", "H", "H", "H", "H", "H", "H", "H", "H", "H", "H", "H", "H"],
  "positions_angstrom": [[-0.47892, 1.29022, 2.43981], [0.28834, 0.33332, 2.13724], [0.67245, 0.03102, 0.36643], [2.03394, -0.61300, 0.47379], [0.68573, 1.34958, -0.37551], [-0.50346, -0.85007, 0.30434], [-1.92641, -0.36974, 0.18116], [-0.02410, -1.53840, -1.18246], [-0.28710, -0.93178, -2.41649], [-1.09754, 1.86195, 1.72834], [-0.52792, 1.63945, 3.48348], [2.35485, -0.84483, 1.49335], [2.16179, -1.56626, -0.03901], [2.86733, -0.02207, 0.08597], [1.18664, 1.24107, -1.34116], [1.27880, 2.08156, 0.18076], [-0.30520, 1.76926, -0.54376], [-0.41688, -1.72054, 0.94922], [-2.49794, -1.07276, -0.43026], [-2.40266, -0.32958, 1.16384], [-2.01127, 0.60932, -0.28921], [0.52208, -0.25929, -2.73457], [-1.23669, -0.38187, -2.44330], [-0.33584, -1.70656, -3.19199]]
}


*two*
{
  "formula": "C7H15NO",
  "method": "ωB97M-V/def2-TZVPD",
  "charge": 0,
  "symbols": ["C", "C", "C", "C", "C", "N", "C", "C", "O", "H", "H", "H", "H", "H", "H", "H", "H", "H", "H", "H", "H", "H", "H", "H"],
  "positions_angstrom": [[0.81137, -0.71229, -0.16578], [-1.21696, -0.16228, -0.61167], [0.66823, -1.40088, 1.16996], [1.30719, -1.57541, -1.29133], [-2.52205, 0.27727, 0.05756], [1.38184, 0.53991, -0.07788], [0.59973, 1.51040, 0.57006], [0.99329, 2.39018, 1.47819], [-1.09315, 0.43375, -1.89709], [-0.92528, 1.37621, -1.76093], [1.86882, 0.86326, -0.90287], [-1.34943, -1.22622, -0.83394], [-0.52165, 1.05786, 0.28487], [0.31165, -0.71034, 1.93183], [-0.00735, -2.25219, 1.08910], [1.64079, -1.78587, 1.49350], [0.47531, -1.95293, -1.89014], [1.95944, -1.02593, -1.97075], [1.85733, -2.45960, -0.96031], [-2.59521, -0.13426, 1.06568], [-3.38063, -0.06025, -0.52991], [-2.57726, 1.36695, 0.12556], [0.28043, 3.08395, 1.89996], [2.03354, 2.55871, 1.72636]]
}


Stability check: which of them is least stable? *two*.